The following is a quantum chemistry calculation of the ion C19H15N4 with charge +1 in a non-equilibrium geometry, from the OMol25 dataset.

Geometry as XYZ:
```
38
Properties=species:S:1:pos:R:3:lowdin_charge:R:1
C -5.220 -1.502 2.251 -0.02
C -4.904 -0.091 2.254 -0.06
C -3.792 0.277 1.553 -0.09
C -3.024 -0.637 0.928 -0.17
C -1.718 -0.147 0.319 -0.22
N -1.057 -0.814 -0.561 0.24
N 0.087 -0.084 -0.817 0.06
C 0.991 -0.500 -1.742 -0.25
C 0.891 -1.830 -2.202 0.02
C 1.887 -2.261 -3.110 -0.04
C 2.917 -1.420 -3.568 -0.05
C 2.991 -0.130 -3.079 -0.02
C 2.000 0.342 -2.139 0.02
N -0.065 1.028 0.069 -0.01
C 1.110 1.445 0.737 -0.18
C 1.347 2.878 0.973 0.01
C 2.608 3.411 1.412 -0.04
C 3.663 2.461 1.551 -0.05
C 3.506 1.093 1.293 -0.04
C 2.227 0.558 0.947 0.00
N -1.217 1.098 0.658 0.26
C -3.466 -1.997 0.754 -0.03
C -4.418 -2.525 1.582 -0.04
H -6.150 -1.821 2.814 0.12
H -5.655 0.582 2.647 0.11
H -3.446 1.365 1.629 0.14
H 0.043 -2.490 -2.032 0.12
H 1.772 -3.198 -3.673 0.12
H 3.642 -1.780 -4.296 0.12
H 3.731 0.541 -3.282 0.08
H 2.051 1.368 -1.755 0.13
H 0.451 3.557 0.771 0.13
H 2.665 4.512 1.497 0.12
H 4.633 2.853 1.848 0.11
H 4.306 0.446 1.354 0.09
H 2.246 -0.481 0.737 0.10
H -2.949 -2.570 -0.038 0.12
H -4.686 -3.537 1.717 0.09
```

## Properties
Orbital gap in Ha: 0.237
Calculated total energy in eV: -25895.9277
Net charge: +1
SMILES string: c1ccc(-c2nn(-c3ccccc3)[n+](-c3ccccc3)n2)cc1

***

The following is a quantum chemistry calculation of a structure of composition H3OPS in a non-equilibrium geometry, from the OMol25 dataset.

Geometry as XYZ:
```
6
Properties=species:S:1:pos:R:3:lowdin_charge:R:1
O 0.324 -1.455 -0.060 -0.52
P 0.109 0.033 0.049 0.25
S -1.935 -0.091 -0.023 0.55
H -1.253 -1.218 0.240 -0.19
H 0.503 0.885 -0.979 -0.05
H 0.873 0.741 1.093 -0.04
```

## Properties
Orbital gap (alpha / beta) in Ha: 0.229 / 0.248
Expectation value of S²: 2.0060
Calculated total energy in eV: -22214.5545
Relative energy (zero: lowest compared OMol25 entry of this formula, charge and spin) in eV: 2.188
Multiplicity: 3

***

The following is a quantum chemistry calculation of a structure of composition C30H27GeI2N3O2Os, from the OMol25 dataset.

Geometry as XYZ:
```
66
Properties=species:S:1:pos:R:3:lowdin_charge:R:1
Os 1.724 -0.225 0.447 1.06
I 4.607 0.254 0.610 0.92
C 4.380 0.288 2.732 -1.06
I 2.393 0.707 3.311 0.93
H 5.022 1.078 3.108 -0.02
H 4.627 -0.703 3.087 -0.04
N 1.579 1.601 -0.193 -0.17
C 1.598 2.605 -1.041 -0.40
C 1.902 2.423 -2.418 -0.02
C 1.926 3.505 -3.263 -0.07
C 1.647 4.785 -2.782 -0.05
C 1.351 4.984 -1.435 -0.06
C 1.328 3.921 -0.565 -0.01
H 2.120 1.427 -2.776 0.11
H 2.163 3.366 -4.309 0.11
H 1.667 5.627 -3.459 0.11
H 1.137 5.981 -1.073 0.11
H 1.097 4.047 0.483 0.11
C -2.704 -0.065 -4.033 -0.07
C -3.489 0.120 -2.904 -0.07
C -2.894 0.188 -1.654 -0.11
C -1.509 0.080 -1.521 -0.31
C -0.738 -0.132 -2.655 -0.12
C -1.330 -0.198 -3.907 -0.07
Ge -0.826 0.239 0.291 0.97
C -1.206 2.002 1.051 -0.31
C -1.784 2.976 0.236 -0.11
C -2.026 4.255 0.715 -0.08
C -1.674 4.590 2.012 -0.07
C -1.089 3.637 2.835 -0.08
C -0.864 2.359 2.356 -0.16
C -1.461 -1.266 1.360 -0.31
C -1.833 -1.127 2.695 -0.10
C -2.317 -2.213 3.408 -0.07
C -2.430 -3.450 2.795 -0.07
C -2.072 -3.599 1.462 -0.07
C -1.590 -2.515 0.750 -0.12
H -3.165 -0.118 -5.010 0.11
H -4.562 0.208 -2.996 0.11
H -3.521 0.333 -0.781 0.11
H 0.331 -0.282 -2.562 0.07
H -0.720 -0.365 -4.784 0.11
H -2.051 2.740 -0.786 0.10
H -2.485 4.991 0.070 0.11
H -1.857 5.588 2.385 0.11
H -0.817 3.891 3.850 0.11
H -0.423 1.629 3.024 0.03
H -1.777 -0.166 3.186 0.09
H -2.614 -2.090 4.441 0.11
H -2.810 -4.296 3.351 0.11
H -2.181 -4.560 0.976 0.11
H -1.327 -2.629 -0.296 0.09
C 0.615 -4.700 -1.681 0.01
N 1.246 -4.152 -0.489 -0.04
C 1.741 -4.953 0.509 -0.03
C 2.355 -4.452 1.591 0.03
C 2.528 -3.013 1.720 -0.50
O 3.141 -2.457 2.623 -0.04
N 1.895 -2.267 0.748 -0.05
C 1.348 -2.800 -0.372 -0.57
O 0.948 -2.014 -1.254 -0.07
H 0.778 -5.775 -1.695 0.10
H 1.056 -4.250 -2.569 0.10
H -0.455 -4.493 -1.673 0.10
H 1.604 -6.014 0.353 0.14
H 2.749 -5.090 2.365 0.12
```

## Properties
Orbital gap (alpha / beta) in Ha: 0.262 / 0.224
Expectation value of S²: 8.8230
Calculated total energy in eV: -115289.6475
Multiplicity: 6
Net charge: +1

***

The following is a quantum chemistry calculation of the molecule C10H18O4Si in a non-equilibrium geometry, from the OMol25 dataset.

Geometry as XYZ:
```
33
Properties=species:S:1:pos:R:3:lowdin_charge:R:1
C 0.497 -1.304 1.868 -0.07
C -0.426 -0.044 1.922 -0.17
C -0.444 0.576 0.616 -0.17
C 0.306 1.622 0.185 -0.33
O 1.279 2.325 0.684 -0.06
Si 2.783 1.677 0.702 0.53
O 2.790 0.292 -0.175 -0.30
C 3.877 -0.566 -0.465 -0.14
O -0.080 2.088 -1.086 0.16
C -1.153 1.360 -1.458 -0.41
O -1.776 1.651 -2.433 0.14
C -1.461 0.249 -0.419 -0.37
C -2.918 0.589 -0.024 -0.02
C -1.327 -1.163 -1.008 -0.17
C -2.358 -1.338 -2.097 -0.06
H 0.713 -1.649 0.916 0.04
H 0.023 -2.046 2.489 0.07
H 1.480 -0.993 2.227 0.07
H -0.096 0.491 2.860 0.14
H -1.366 -0.458 2.236 0.10
H 3.739 2.525 0.096 -0.01
H 2.981 1.560 2.168 0.00
H 4.903 -0.301 -0.011 0.12
H 3.912 -0.540 -1.506 0.05
H 3.500 -1.652 -0.395 0.11
H -2.851 1.578 0.673 0.15
H -3.283 -0.241 0.624 0.09
H -3.589 0.916 -0.862 0.10
H -0.375 -1.237 -1.359 0.10
H -1.593 -1.798 -0.196 0.11
H -2.132 -0.564 -2.709 0.03
H -3.392 -1.294 -1.587 0.12
H -2.164 -2.309 -2.480 0.07
```

## Properties
Orbital gap in Ha: 0.332
Calculated total energy in eV: -26729.1493
Relative energy (zero: lowest compared OMol25 entry of this formula, charge and spin) in eV: 1.744
SMILES string: CCC1=C(O[SiH2]OC)OC(=O)[C@@]1(C)CC

***

The following is a quantum chemistry calculation of a cluster of 10 separate species, C59H50F9NO4 in total in a non-equilibrium geometry, from the OMol25 dataset.

Geometry as XYZ:
```
123
Properties=species:S:1:pos:R:3:lowdin_charge:R:1
N -1.589 1.506 0.117 0.22
C -0.644 2.049 -0.174 -0.34
O 0.462 2.635 -0.478 0.13
C 1.229 2.630 0.739 -0.27
O 2.409 3.389 0.770 0.07
C 2.875 3.202 2.086 -0.42
O 3.577 3.892 2.687 0.20
C 2.250 1.882 2.655 0.01
C 1.705 1.285 1.332 -0.26
O 2.824 0.944 0.510 -0.01
H 0.583 3.156 1.463 0.17
H 1.326 2.051 3.222 0.14
H 2.987 1.210 3.085 0.12
H 1.005 0.447 1.362 0.16
H 3.189 0.114 0.840 0.09
F -4.010 -4.779 0.874 0.04
C -4.369 -3.499 0.636 -0.30
C -5.709 -3.171 0.604 -0.02
C -6.075 -1.855 0.358 -0.08
C -5.099 -0.892 0.141 -0.08
C -3.755 -1.238 0.175 -0.08
C -3.384 -2.552 0.428 -0.02
H -6.454 -3.938 0.768 0.12
H -7.121 -1.581 0.336 0.10
H -5.388 0.133 -0.054 0.10
H -2.998 -0.483 0.002 0.06
H -2.342 -2.843 0.467 0.12
F 7.550 3.849 -3.808 0.05
C 6.854 3.892 -2.654 -0.29
C 5.822 2.997 -2.455 -0.02
C 5.110 3.039 -1.264 -0.07
C 5.430 3.980 -0.293 -0.08
C 6.469 4.875 -0.514 -0.07
C 7.191 4.829 -1.699 -0.02
H 5.582 2.275 -3.225 0.12
H 4.304 2.338 -1.092 0.09
H 4.868 4.012 0.627 0.07
H 6.719 5.611 0.239 0.11
H 8.008 5.514 -1.883 0.12
F 2.861 -1.044 2.891 0.03
C 3.528 -2.209 3.115 -0.27
C 3.099 -3.370 2.505 -0.02
C 3.793 -4.549 2.741 -0.08
C 4.891 -4.551 3.588 -0.08
C 5.307 -3.374 4.194 -0.07
C 4.625 -2.191 3.952 -0.02
H 2.235 -3.348 1.852 0.12
H 3.477 -5.465 2.265 0.11
H 5.426 -5.472 3.773 0.10
H 6.163 -3.376 4.855 0.11
H 4.938 -1.261 4.409 0.12
F -7.691 1.637 -1.042 0.05
C -7.273 2.775 -0.452 -0.29
C -7.513 2.965 0.895 -0.01
C -7.079 4.135 1.505 -0.08
C -6.420 5.101 0.755 -0.09
C -6.191 4.896 -0.599 -0.07
C -6.615 3.724 -1.206 -0.02
H -8.035 2.202 1.459 0.12
H -7.256 4.288 2.557 0.09
H -6.086 6.012 1.227 0.07
H -5.680 5.651 -1.183 0.10
H -6.437 3.544 -2.259 0.11
F 7.092 -6.492 2.276 0.05
C 8.277 -5.911 2.011 -0.29
C 9.247 -5.876 2.993 -0.02
C 10.469 -5.280 2.715 -0.08
C 10.700 -4.720 1.465 -0.10
C 9.712 -4.760 0.491 -0.08
C 8.493 -5.364 0.761 -0.01
H 9.044 -6.311 3.963 0.12
H 11.240 -5.252 3.473 0.10
H 11.653 -4.252 1.252 0.10
H 9.891 -4.320 -0.482 0.11
H 7.713 -5.413 0.013 0.11
F -6.676 6.080 3.542 0.04
C -6.264 7.214 4.147 -0.27
C -6.514 7.386 5.494 -0.02
C -6.087 8.550 6.116 -0.08
C -5.427 9.528 5.385 -0.10
C -5.188 9.341 4.030 -0.08
C -5.604 8.174 3.405 -0.02
H -7.037 6.616 6.045 0.12
H -6.270 8.694 7.173 0.11
H -5.098 10.437 5.872 0.10
H -4.677 10.105 3.459 0.11
H -5.419 8.008 2.352 0.11
F -3.938 4.173 -3.751 0.05
C -4.637 4.300 -4.893 -0.30
C -5.332 5.469 -5.133 -0.02
C -6.050 5.601 -6.313 -0.08
C -6.074 4.561 -7.232 -0.10
C -5.374 3.390 -6.974 -0.08
C -4.647 3.258 -5.801 -0.02
H -5.309 6.266 -4.401 0.11
H -6.592 6.515 -6.515 0.10
H -6.638 4.664 -8.150 0.10
H -5.396 2.577 -7.688 0.11
H -4.089 2.356 -5.587 0.12
F -1.839 -5.005 -3.882 0.05
C -2.155 -6.036 -3.073 -0.29
C -1.689 -7.300 -3.377 -0.02
C -2.016 -8.359 -2.541 -0.09
C -2.812 -8.142 -1.423 -0.09
C -3.273 -6.864 -1.136 -0.08
C -2.939 -5.802 -1.963 -0.01
H -1.079 -7.451 -4.258 0.11
H -1.653 -9.354 -2.764 0.10
H -3.071 -8.970 -0.776 0.10
H -3.897 -6.693 -0.272 0.09
H -3.285 -4.798 -1.752 0.11
F 4.664 -5.089 0.134 0.05
C 4.039 -5.134 -1.058 -0.28
C 3.214 -4.091 -1.430 -0.02
C 2.581 -4.139 -2.664 -0.08
C 2.774 -5.230 -3.502 -0.09
C 3.603 -6.271 -3.109 -0.08
C 4.245 -6.223 -1.881 -0.02
H 3.072 -3.253 -0.760 0.11
H 1.937 -3.326 -2.973 0.11
H 2.277 -5.266 -4.461 0.10
H 3.750 -7.123 -3.760 0.11
H 4.903 -7.021 -1.561 0.12
```

## Properties
Orbital gap in Ha: 0.339
Calculated total energy in eV: -96128.7159
SMILES string: N#CO[C@@H]1OC(=O)C[C@@H]1O.Fc1ccccc1.Fc1ccccc1.Fc1ccccc1.Fc1ccccc1.Fc1ccccc1.Fc1ccccc1.Fc1ccccc1.Fc1ccccc1.Fc1ccccc1